Record 1
Formula: C20H21N7O3S2
Source: the OMol25 dataset
Level of theory: ωB97M-V/def2-TZVPD

Properties
SMILES string   CCCn1c2ccccc2c2nnc(SCC(=O)Nc3nnc(CC(=O)OCC)s3)nc21
Relative energy (zero: lowest compared OMol25 entry of this formula, charge and spin)   6.2 kcal per mole
HOMO-LUMO gap   8.16 eV

Each line ends with the Löwdin charge.
Geometry (Å):
C -3.856 -1.662 1.809  -0.10
C -3.158 -2.902 1.264  -0.22
H -2.177 -3.012 1.730  0.10
H -3.744 -3.791 1.500  0.11
C -2.965 -2.844 -0.254  -0.13
N -2.101 -1.756 -0.639  0.02
C -0.762 -1.774 -0.492  -0.21
N -0.010 -2.755 -0.034  0.16
C 1.291 -2.440 -0.023  -0.64
N 1.838 -1.296 -0.410  0.02
N 1.093 -0.318 -0.859  0.13
C -0.204 -0.518 -0.916  -0.15
C -1.313 0.290 -1.327  -0.10
C -1.416 1.584 -1.817  -0.01
C -2.678 2.067 -2.109  -0.08
C -3.809 1.277 -1.922  -0.08
C -3.723 -0.016 -1.434  -0.01
C -2.465 -0.511 -1.134  -0.15
H -4.613 -0.609 -1.294  0.10
H -4.781 1.682 -2.162  0.10
H -2.791 3.070 -2.490  0.10
H -0.531 2.187 -1.949  0.10
S 2.366 -3.671 0.574  1.00
C 3.968 -2.794 0.507  -0.36
C 4.348 -2.512 -0.924  -0.54
O 4.508 -3.367 -1.759  0.07
N 4.527 -1.189 -1.277  0.09
C 4.226 -0.053 -0.583  -0.63
N 4.259 0.100 0.699  0.00
N 3.902 1.309 1.101  0.03
C 3.612 2.122 0.153  -0.59
C 3.147 3.517 0.354  -0.07
C 1.629 3.513 0.187  -0.50
O 1.068 3.523 -0.874  0.09
O 1.036 3.482 1.373  0.01
C -0.386 3.340 1.419  -0.20
C -0.753 1.925 1.838  -0.04
H -0.334 1.212 1.132  0.06
H -0.356 1.710 2.827  0.08
H -1.834 1.817 1.852  0.08
H -0.799 3.571 0.432  0.11
H -0.740 4.070 2.151  0.13
H 3.402 3.839 1.363  0.13
H 3.582 4.175 -0.398  0.13
S 3.754 1.408 -1.444  1.10
H 4.672 -1.065 -2.273  0.15
H 3.911 -1.886 1.104  0.05
H 4.677 -3.503 0.935  0.09
H -3.924 -2.719 -0.761  0.12
H -2.498 -3.773 -0.593  0.13
H -4.845 -1.552 1.369  0.07
H -3.969 -1.738 2.887  0.07
H -3.281 -0.765 1.590  0.06

=====

Record 2
Formula: C20H22AlBrO7S
Source: the OMol25 dataset
Level of theory: ωB97M-V/def2-TZVPD

Properties
Relative energy (zero: lowest compared OMol25 entry of this formula, charge and spin)   18.8 kcal per mole
HOMO-LUMO gap   8.25 eV

Each line ends with the Löwdin charge.
Geometry (Å):
Al 0.460 -0.461 -0.287  -0.09
C 0.912 -0.953 2.593  -0.02
O 0.922 0.114 1.625  -0.18
C 1.468 1.317 2.186  -0.13
C 1.001 2.550 1.433  -0.15
O 1.253 2.512 0.054  -0.13
C 2.595 2.618 -0.368  -0.14
C 3.255 1.239 -0.459  -0.14
O 2.392 0.289 -1.064  -0.28
C 2.370 0.345 -2.499  -0.05
H 0.391 -0.620 3.490  0.11
H 1.933 -1.247 2.839  0.11
H 0.386 -1.796 2.163  0.08
H 2.558 1.244 2.214  0.13
H 1.109 1.417 3.212  0.14
H 1.473 3.425 1.897  0.14
H -0.084 2.631 1.523  0.14
H 3.176 3.270 0.294  0.14
H 2.557 3.075 -1.357  0.14
H 3.497 0.847 0.528  0.12
H 4.184 1.314 -1.031  0.14
H 3.386 0.226 -2.879  0.11
H 1.925 1.273 -2.858  0.09
H 1.757 -0.486 -2.838  0.09
O -2.789 -2.398 0.761  0.09
C -1.628 -2.374 0.417  -0.51
O -0.958 -1.248 0.330  -0.03
C -0.860 -3.628 0.122  -0.13
C -1.595 -4.814 0.232  -0.02
C -1.028 -6.048 -0.001  -0.08
C 0.313 -6.116 -0.358  -0.08
C 1.055 -4.958 -0.476  -0.14
C 0.495 -3.696 -0.242  -0.51
S 1.656 -2.368 -0.455  0.87
H -2.635 -4.716 0.511  0.12
H -1.614 -6.953 0.092  0.10
H 0.784 -7.072 -0.550  0.10
H 2.098 -5.006 -0.761  0.09
Br -4.259 5.761 -1.305  0.72
C -3.599 4.047 -0.809  -0.67
C -4.217 3.361 0.225  -0.13
C -3.731 2.111 0.581  -0.06
C -2.639 1.566 -0.076  0.00
C -2.029 2.270 -1.109  -0.11
C -2.520 3.517 -1.486  -0.06
C -0.849 1.724 -1.859  -0.49
O -0.446 2.237 -2.879  0.10
O -0.263 0.696 -1.301  0.04
H -5.067 3.790 0.736  0.10
H -4.219 1.550 1.367  0.11
H -2.285 0.577 0.184  0.10
H -2.046 4.044 -2.302  0.12